i.
Molecular formula: C3H12N2O2
Method: DFT, wB97M-V/def2-TZVPD

- Kohn-Sham gap (alpha / beta): 3.028 / 7.934 eV
- LUMO energy (alpha / beta): 3.92 / 3.66 eV
- Expectation value of S²: 0.751

```
! RIJCOSX wB97M-V def2-TZVPD def2/J DEFGRID3
* xyz -1 2
O -1.76 -0.15 -1.66
O -1.55 2.46 -0.45
N 1.69 0.07 -1.29
N 0.58 -1.85 0.44
C 0.13 -0.15 2.21
C 0.66 -0.48 0.85
C 1.15 0.41 -0.02
H -1.49 1.50 -0.38
H 1.21 1.46 0.25
H 2.00 0.92 -1.74
H 0.83 -2.48 1.18
H 0.97 -0.39 -1.86
H -2.00 2.56 -1.30
H -1.21 -0.88 -1.30
H 0.92 0.16 2.87
H 1.23 -2.01 -0.30
H -0.67 0.59 2.11
H -2.34 -0.71 -2.22
H -0.38 -1.03 2.62
*
```

---

ii.
Molecular formula: C3H12N2O2
Method: DFT, wB97M-V/def2-TZVPD

- Kohn-Sham gap (alpha / beta): 2.170 / 8.675 eV
- LUMO energy (alpha / beta): 3.37 / 3.26 eV
- Expectation value of S²: 0.750

```
! RIJCOSX wB97M-V def2-TZVPD def2/J DEFGRID3
* xyz -1 2
O 1.05 0.61 -1.99
O 2.99 3.10 0.31
N 0.41 -1.43 1.70
N -1.16 0.58 0.50
C -0.11 -1.56 0.36
C -2.16 -1.15 -0.95
C -1.04 -0.69 -0.07
H 0.07 -2.20 2.25
H -2.36 -0.46 -1.77
H -0.91 0.55 1.49
H 3.23 3.62 1.11
H 1.41 -1.41 1.75
H 2.85 3.81 -0.34
H 1.84 1.05 -1.65
H -2.11 0.96 0.51
H -2.94 -1.46 -0.28
H 0.09 -2.47 -0.18
H 0.54 0.49 -1.18
H -1.70 -1.93 -1.57
*
```

---

Most stable one: i, least stable one: ii.

---

i.
Molecular formula: C8H11NO3
Method: DFT, wB97M-V/def2-TZVPD

- Kohn-Sham gap (alpha / beta): 8.458 / 6.767 eV
- LUMO energy (alpha / beta): -0.14 / -0.77 eV

```
! RIJCOSX wB97M-V def2-TZVPD def2/J DEFGRID3
* xyz 0 1
O 2.41 0.70 1.77
O 0.21 0.42 2.21
O -0.81 -2.01 -0.58
N -0.33 1.25 -0.39
C 0.97 0.65 0.00
C 2.12 -3.33 0.66
C -1.44 0.30 -0.06
C 1.22 0.55 1.50
C -1.54 -0.89 -1.02
C 0.50 -2.07 -0.91
C -0.56 2.55 0.28
C 1.38 -2.74 -0.10
H -2.38 0.86 -0.09
H -1.22 -0.04 0.96
H 0.29 3.20 0.10
H -2.58 -1.22 -1.05
H -1.22 -0.60 -2.04
H -1.47 3.02 -0.09
H 0.82 -1.66 -1.86
H 2.78 -3.81 1.32
H -0.63 2.36 1.35
H -0.32 1.40 -1.40
H 1.79 1.10 -0.56
*
```

---

ii.
Molecular formula: C8H11NO3
Method: DFT, wB97M-V/def2-TZVPD

- Kohn-Sham gap: 8.727 eV
- LUMO energy: 0.00 eV
- SMILES: C[C@]1(O)C=CC=C[C@]1(C)[N+](=O)[O-]

```
! RIJCOSX wB97M-V def2-TZVPD def2/J DEFGRID3
* xyz 0 1
O 0.09 2.78 -0.59
O -0.63 1.70 1.16
O -0.18 -1.92 -0.29
N -0.26 1.80 0.03
C 2.22 0.11 0.49
C 0.04 0.37 -0.66
C -0.50 0.45 -2.07
C -1.98 -0.74 0.59
C 1.48 0.44 -0.59
C 0.21 -0.66 1.64
C -0.57 -0.70 0.29
C 1.51 -0.35 1.70
H 1.77 1.17 -1.34
H -0.39 1.44 -2.51
H -1.49 0.09 -2.11
H -0.29 -1.10 2.52
H 0.38 -1.77 -1.05
H 2.12 -0.55 2.58
H 3.28 0.27 0.72
H -2.64 -0.50 -0.19
H -2.11 -1.84 0.94
H 0.15 -0.24 -2.66
H -2.20 -0.27 1.43
*
```

---

Most stable one: ii, least stable one: i.

---

i.
Molecular formula: C20H53N3O8
Method: DFT, wB97M-V/def2-TZVPD

- Kohn-Sham gap: 9.169 eV
- LUMO energy: 0.73 eV
- SMILES: COCCNCCOC.COCCNCCOC.COCCNCCOC.CO.CO

```
! RIJCOSX wB97M-V def2-TZVPD def2/J DEFGRID3
* xyz 0 1
O 1.68 3.30 2.98
O 1.20 1.48 -1.22
O -2.96 2.20 5.46
O 2.62 -0.99 -0.78
O 2.14 -0.24 -5.66
O -4.90 0.70 1.68
O -2.18 -2.47 -1.29
O 1.42 -3.38 -5.44
N 3.77 -0.74 -3.42
N -0.84 1.75 3.78
N -3.05 -1.51 1.27
C -1.67 -1.99 1.03
C 1.10 2.11 2.40
C 4.48 -0.49 -2.20
C -3.33 -0.93 2.60
C -2.41 3.32 4.78
C 0.02 0.89 -1.67
C 1.53 -4.25 -4.30
C -4.56 1.99 2.15
C 0.51 1.26 3.45
C -1.58 -3.02 -0.08
C 3.97 -1.27 -0.98
C 1.56 -0.75 -6.86
C -4.08 2.42 6.32
C -4.76 -0.36 2.59
C -0.89 3.01 4.49
C 1.95 -1.62 0.33
C 3.54 -0.17 -5.74
C -2.13 -3.35 -2.37
C 4.04 0.25 -4.38
C 2.44 3.98 1.97
H 3.93 0.48 -6.54
H -2.66 -0.08 2.76
H 3.94 -1.10 -6.06
H -0.30 3.00 5.38
H 1.90 0.89 -1.31
H -2.43 4.16 5.42
H -0.48 3.84 3.87
H -3.92 1.71 7.15
H 2.39 -1.15 1.24
H -2.47 -4.32 -2.10
H -5.41 -1.17 2.13
H -5.09 2.59 1.42
H 1.81 -0.13 -7.73
H 1.80 1.59 1.81
H -1.27 1.13 4.43
H 3.59 1.22 -4.11
H 2.55 -4.48 -4.18
H 1.24 1.19 4.29
H -2.15 -3.93 0.31
H 0.93 -5.11 -4.46
H 2.80 -0.90 -3.35
H 0.06 0.86 -2.78
H -1.21 -2.42 1.91
H 5.49 -0.79 -2.54
H 2.11 -2.72 0.34
H 1.22 -3.75 -3.38
H -3.50 2.27 2.30
H 0.91 -1.41 0.29
H -3.39 -0.82 0.59
H -5.01 2.19 3.10
H 5.12 0.38 -4.51
H 0.31 2.44 1.75
H 2.33 5.07 1.95
H 2.13 3.70 0.96
H -0.33 -0.13 -1.23
H -5.00 -0.17 3.65
H 4.10 -2.37 -1.12
H 1.36 -2.47 -5.11
H 0.48 -0.69 -6.72
H 4.58 -0.98 -0.15
H -5.08 2.46 5.85
H 1.87 -1.78 -7.03
H -3.94 3.32 6.87
H 3.51 3.80 2.02
H -3.19 -1.60 3.48
H -0.50 -3.30 -0.22
H -2.87 -3.03 -3.08
H 0.52 0.26 3.04
H -3.02 3.59 3.89
H -1.14 -3.50 -2.81
H -0.79 1.57 -1.41
H -0.93 -1.15 0.75
H 4.47 0.60 -1.91
*
```

---

ii.
Molecular formula: C20H53N3O8
Method: DFT, wB97M-V/def2-TZVPD

- Kohn-Sham gap: 8.961 eV
- LUMO energy: 0.49 eV
- SMILES: COCCNCCOC.COCCNCCOC.COCCNCCOC.CO.CO

```
! RIJCOSX wB97M-V def2-TZVPD def2/J DEFGRID3
* xyz 0 1
O 34.31 -34.24 2.56
O 33.90 -37.05 -3.47
O 35.60 -30.30 -3.12
O 39.13 -37.10 7.00
O 37.59 -26.29 7.39
O 37.17 -32.14 -7.95
O 32.26 -30.07 7.05
O 30.25 -34.53 -2.53
N 35.60 -30.06 -6.01
N 34.38 -28.12 7.42
N 32.31 -36.22 -1.21
C 36.67 -30.79 -8.25
C 30.25 -34.90 -1.19
C 35.65 -34.54 2.91
C 31.91 -30.41 5.73
C 38.89 -26.28 7.98
C 39.31 -36.23 8.07
C 30.88 -36.25 -0.93
C 34.70 -29.45 6.89
C 35.28 -27.04 7.11
C 32.82 -37.58 -1.48
C 36.60 -29.76 -7.08
C 29.67 -33.28 -2.85
C 34.96 -30.15 -1.85
C 37.01 -33.14 -8.92
C 34.97 -31.24 -3.99
C 34.21 -37.50 -2.18
C 33.58 -30.47 7.30
C 36.66 -27.24 7.88
C 35.71 -31.35 -5.33
C 35.02 -36.70 -4.25
H 34.87 -29.09 -1.61
H 39.35 -36.80 8.99
H 33.66 -30.49 8.39
H 35.41 -32.23 -5.90
H 33.39 -27.95 7.31
H 29.23 -34.84 -0.81
H 35.65 -29.37 -5.27
H 35.72 -37.53 -4.34
H 37.61 -29.64 -6.69
H 35.67 -34.31 3.97
H 34.01 -30.69 -1.82
H 38.49 -37.80 7.15
H 38.42 -35.59 8.10
H 40.22 -35.64 7.96
H 36.76 -31.58 -5.17
H 34.71 -29.39 5.80
H 35.66 -30.88 -8.63
H 37.27 -30.36 -9.06
H 32.90 -38.23 -0.60
H 33.90 -31.08 -4.12
H 32.09 -38.13 -2.08
H 34.89 -36.83 -1.66
H 28.60 -33.27 -2.67
H 35.69 -29.84 7.14
H 32.57 -30.04 4.94
H 34.68 -36.50 -5.26
H 35.52 -35.83 -3.81
H 37.37 -34.05 -8.43
H 37.54 -32.89 -9.84
H 33.95 -34.80 1.87
H 38.84 -26.02 9.03
H 34.89 -26.07 7.41
H 37.01 -28.23 7.60
H 35.53 -26.92 6.05
H 31.81 -31.48 5.58
H 32.45 -35.71 -2.07
H 36.51 -34.00 2.52
H 35.76 -35.62 2.84
H 30.74 -34.17 -0.56
H 34.72 -38.44 -2.34
H 30.90 -30.01 5.58
H 30.86 -36.41 0.15
H 33.86 -31.49 7.05
H 39.45 -27.19 7.76
H 35.69 -30.59 -1.17
H 36.32 -28.80 -7.52
H 36.57 -27.13 8.96
H 30.39 -37.10 -1.41
H 35.95 -33.32 -9.08
H 30.00 -32.45 -2.23
H 34.98 -32.22 -3.51
H 39.53 -25.52 7.54
H 29.82 -33.00 -3.90
*
```

---

Most stable one: i, least stable one: ii.